{
  "formula": "C20H21N3O6",
  "method": "ωB97M-V/def2-TZVPD",
  "smiles": "C[C@H](NC(=O)[C@@H]1CC(=O)N(c2ccc3c(c2)OCO3)C1)C(=O)NCc1ccco1",
  "relative_energy_kcal_mol": 57.2,
  "total_charge": 0,
  "energy_ev": -37836.680,
  "homo_ev": -8.0,
  "species": ["C", "C", "N", "C", "O", "C", "C", "C", "O", "N", "C", "C", "C", "C", "C", "C", "O", "C", "O", "C", "C", "O", "N", "C", "C", "C", "C", "C", "O", "H", "H", "H", "H", "H", "H", "H", "H", "H", "H", "H", "H", "H", "H", "H", "H", "H", "H", "H", "H", "H"],
  "coordinates": [[1.069, 1.746, 2.911], [1.543, 1.462, 1.496], [0.516, 1.856, 0.544], [0.780, 2.128, -0.743], [1.904, 2.086, -1.214], [-0.437, 2.467, -1.600], [-1.377, 3.476, -0.945], [-2.389, 2.624, -0.192], [-3.131, 3.019, 0.676], [-2.293, 1.347, -0.668], [-3.052, 0.242, -0.247], [-3.632, 0.221, 1.017], [-4.371, -0.870, 1.463], [-4.502, -1.939, 0.612], [-3.920, -1.923, -0.656], [-3.195, -0.853, -1.114], [-4.201, -3.096, -1.302], [-4.975, -3.857, -0.398], [-5.163, -3.125, 0.793], [-1.333, 1.227, -1.750], [1.843, -0.043, 1.306], [1.427, -0.898, 2.058], [2.574, -0.286, 0.205], [2.967, -1.627, -0.191], [4.444, -1.715, -0.383], [5.223, -1.512, -1.485], [6.563, -1.688, -1.061], [6.496, -1.977, 0.266], [5.222, -1.994, 0.685], [0.236, 1.091, 3.156], [1.872, 1.545, 3.614], [0.760, 2.784, 3.010], [2.447, 2.033, 1.256], [-0.435, 1.817, 0.878], [-0.058, 2.805, -2.566], [-1.915, 4.061, -1.694], [-0.880, 4.172, -0.272], [-3.523, 1.074, 1.664], [-4.819, -0.876, 2.442], [-2.773, -0.871, -2.103], [-5.953, -4.082, -0.852], [-4.454, -4.802, -0.173], [-1.841, 1.238, -2.722], [-0.768, 0.295, -1.657], [2.809, 0.482, -0.414], [2.462, -1.903, -1.123], [2.649, -2.294, 0.615], [4.886, -1.274, -2.473], [7.445, -1.608, -1.662], [7.255, -2.186, 0.994]],
  "atomic_forces_ev_per_a": [[0.1, -0.1, -0.2], [0.1, -0.1, 0.2], [0.0, -0.1, 0.4], [-0.5, 0.2, -0.3], [0.3, 0.1, -0.2], [0.1, 0.0, -0.1], [0.0, 0.0, 0.0], [0.1, 0.4, -0.1], [-0.1, 0.1, 0.2], [0.2, 0.0, -0.1], [-0.3, -0.3, 0.3], [0.1, 0.2, 0.0], [-0.1, -0.5, -0.2], [0.3, 0.2, -0.5], [-0.2, 0.1, 0.6], [-0.1, -0.2, 0.0], [0.3, 0.4, -0.2], [-0.5, -1.2, -0.2], [0.0, 0.3, 0.3], [0.1, -0.1, -0.3], [0.0, 0.6, -0.1], [-0.2, -0.3, 0.3], [0.3, -0.2, -0.4], [0.1, 0.0, 0.2], [-0.2, 0.1, -0.9], [-0.5, -0.1, 0.5], [0.2, -0.1, 0.6], [0.7, 0.1, -0.6], [-0.4, -0.1, 0.4], [-0.1, 0.0, 0.1], [0.0, 0.0, 0.1], [0.0, 0.1, 0.0], [-0.1, -0.1, 0.0], [0.0, 0.0, -0.1], [0.0, -0.1, 0.1], [0.0, 0.0, 0.0], [-0.1, 0.0, 0.0], [0.0, 0.0, 0.0], [-0.1, 0.0, 0.1], [0.1, 0.0, -0.2], [0.2, 0.1, 0.1], [-0.1, 0.3, 0.0], [0.1, -0.1, 0.0], [-0.1, 0.0, 0.0], [-0.1, 0.0, 0.2], [0.1, -0.1, 0.1], [0.0, 0.0, -0.2], [-0.2, 0.0, -0.2], [0.2, 0.0, -0.1], [0.0, 0.0, 0.2]],
  "mulliken_charge": [-1.628, 0.040, 0.049, 0.215, -0.775, 0.167, -0.847, 0.472, -0.651, 0.161, 0.313, -0.446, -1.298, 1.021, 0.856, -1.033, -0.499, -0.266, -0.482, -1.172, 0.369, -0.681, -0.020, -0.943, 0.436, -0.480, -0.348, -0.466, -0.325, 0.357, 0.437, 0.388, 0.436, 0.208, 0.474, 0.345, 0.355, 0.451, 0.414, 0.504, 0.245, 0.252, 0.494, 0.582, 0.266, 0.346, 0.384, 0.455, 0.419, 0.452]
}



{
  "formula": "C20H21N6PdS",
  "method": "ωB97M-V/def2-TZVPD",
  "relative_energy_kcal_mol": 1.8,
  "total_charge": 1,
  "energy_ev": -44331.456,
  "homo_ev": [-10.2, -10.0],
  "species": ["Pd", "C", "C", "C", "C", "C", "C", "N", "C", "C", "C", "C", "C", "C", "N", "N", "C", "C", "C", "C", "C", "N", "H", "H", "H", "H", "H", "H", "H", "H", "H", "H", "H", "H", "H", "C", "N", "C", "S", "N", "C", "H", "H", "H", "H", "H", "H", "H", "H"],
  "coordinates": [[0.457, -0.680, 0.417], [1.002, 4.093, -2.431], [1.840, 3.436, -1.540], [1.606, 2.111, -1.221], [0.535, 1.416, -1.797], [-0.308, 2.087, -2.681], [-0.072, 3.418, -2.989], [0.371, 0.052, -1.465], [0.457, -0.915, -2.402], [0.540, -0.716, -3.798], [0.732, -1.790, -4.629], [0.868, -3.102, -4.130], [0.816, -3.342, -2.783], [0.611, -2.262, -1.912], [0.644, -2.342, -0.564], [0.975, -3.414, 0.073], [1.070, -3.234, 1.415], [1.465, -4.301, 2.232], [1.590, -4.107, 3.588], [1.303, -2.853, 4.125], [0.911, -1.840, 3.278], [0.799, -2.002, 1.959], [1.183, 5.126, -2.694], [2.679, 3.955, -1.097], [2.272, 1.568, -0.563], [-1.168, 1.570, -3.087], [-0.735, 3.933, -3.672], [0.480, 0.279, -4.211], [0.798, -1.626, -5.696], [1.048, -3.924, -4.809], [0.951, -4.333, -2.375], [1.676, -5.245, 1.752], [1.910, -4.915, 4.232], [1.385, -2.660, 5.185], [0.673, -0.854, 3.657], [-3.817, 0.751, 1.572], [-2.374, 0.657, 1.443], [-1.508, 1.553, 1.930], [0.173, 1.310, 1.776], [-1.999, 2.632, 2.530], [-1.220, 3.709, 3.126], [-4.266, -0.131, 1.127], [-4.204, 1.632, 1.055], [-4.115, 0.793, 2.622], [-1.970, -0.137, 0.982], [-2.996, 2.696, 2.651], [-0.177, 3.599, 2.847], [-1.303, 3.683, 4.212], [-1.587, 4.667, 2.763]],
  "atomic_forces_ev_per_a": [[-0.1, 0.4, 0.4], [0.0, 0.0, 0.0], [0.0, 0.0, 0.0], [-0.2, -0.3, -0.3], [0.3, 0.5, -0.1], [-0.1, -0.2, 0.4], [0.0, 0.1, -0.1], [-0.3, -0.2, -0.2], [0.2, 0.3, 1.0], [0.1, -0.2, -0.7], [-0.1, 0.6, 0.3], [0.1, -0.6, 0.5], [0.1, -0.3, -0.7], [-0.3, 0.4, 0.0], [0.8, -0.5, 0.2], [-0.3, 0.0, -1.2], [0.0, 0.4, 1.4], [-0.1, 0.1, -0.6], [-0.1, 0.3, 0.2], [0.1, -0.3, 0.0], [-0.1, 0.2, 0.0], [0.0, -0.5, -0.2], [0.0, 0.0, 0.0], [0.0, 0.0, 0.0], [0.0, 0.1, 0.1], [0.0, 0.0, -0.1], [0.0, 0.0, 0.0], [0.0, 0.0, 0.0], [0.0, 0.0, 0.0], [-0.1, 0.0, 0.0], [0.0, 0.0, 0.0], [0.0, 0.0, 0.1], [0.0, 0.0, 0.0], [0.0, 0.0, 0.0], [0.0, 0.0, -0.1], [0.0, 0.1, 0.0], [-0.1, 0.2, 0.2], [-0.3, -0.3, -0.2], [0.4, -0.2, -0.2], [0.0, 0.1, 0.2], [0.0, 0.0, 0.1], [0.0, 0.0, 0.0], [0.0, 0.0, 0.0], [0.0, -0.1, 0.0], [0.1, -0.2, -0.1], [0.0, -0.1, -0.1], [0.0, 0.0, 0.0], [0.0, 0.0, 0.0], [0.0, 0.0, 0.0]],
  "mulliken_charge": [0.660, -0.447, -0.844, -0.038, -0.440, -0.107, -0.684, -0.026, 1.013, -0.742, -0.712, -0.636, -0.634, 0.308, 0.495, -1.103, 0.264, -0.445, -0.245, -0.820, -0.213, -0.089, 0.413, 0.405, 0.525, 0.609, 0.393, 0.498, 0.417, 0.388, 0.473, 0.497, 0.411, 0.413, 0.428, -1.171, 0.075, 0.715, -0.316, -0.243, -0.858, 0.361, 0.376, 0.396, 0.129, 0.180, 0.347, 0.308, 0.319]
}



{
  "formula": "C20H21N7OSV",
  "method": "ωB97M-V/def2-TZVPD",
  "spin_multiplicity": 4,
  "total_charge": 0,
  "energy_ev": -70084.985,
  "homo_ev": [-6.4, -7.0],
  "species": ["V", "C", "C", "C", "C", "C", "C", "N", "C", "C", "C", "C", "C", "C", "N", "N", "C", "C", "C", "C", "C", "N", "H", "H", "H", "H", "H", "H", "H", "H", "H", "H", "H", "H", "H", "N", "N", "C", "N", "S", "H", "H", "H", "H", "H", "C", "C", "O", "H", "H", "H"],
  "coordinates": [[0.582, -0.685, -0.089], [-1.303, 4.121, -2.047], [-2.259, 3.329, -1.423], [-1.878, 2.339, -0.530], [-0.529, 2.122, -0.231], [0.422, 2.939, -0.847], [0.039, 3.920, -1.748], [-0.107, 1.072, 0.603], [-0.722, 0.939, 1.838], [-1.547, 1.883, 2.473], [-2.012, 1.665, 3.756], [-1.671, 0.511, 4.470], [-0.847, -0.424, 3.881], [-0.398, -0.221, 2.578], [0.469, -1.044, 1.887], [1.209, -1.922, 2.500], [2.201, -2.339, 1.657], [3.117, -3.310, 2.096], [4.139, -3.686, 1.268], [4.253, -3.097, 0.003], [3.330, -2.149, -0.361], [2.327, -1.744, 0.439], [-1.603, 4.900, -2.737], [-3.312, 3.483, -1.630], [-2.632, 1.724, -0.054], [1.466, 2.775, -0.612], [0.797, 4.542, -2.209], [-1.800, 2.804, 1.967], [-2.642, 2.414, 4.219], [-2.044, 0.361, 5.474], [-0.534, -1.322, 4.398], [2.978, -3.729, 3.082], [4.855, -4.432, 1.589], [5.043, -3.373, -0.680], [3.383, -1.680, -1.335], [-1.437, -1.072, -0.680], [-0.816, 0.623, -3.061], [0.483, 0.850, -3.220], [0.867, 1.684, -4.200], [1.664, 0.078, -2.276], [-2.381, -0.859, -0.385], [-1.104, 0.046, -2.267], [-1.487, 1.279, -3.429], [0.196, 2.266, -4.672], [1.830, 1.970, -4.214], [-2.184, -3.445, -0.869], [-1.151, -2.356, -0.827], [0.084, -2.619, -0.919], [-1.701, -4.410, -0.998], [-2.880, -3.271, -1.690], [-2.752, -3.449, 0.062]],
  "atomic_forces_ev_per_a": [[-0.1, -0.2, -0.1], [0.0, 0.0, 0.0], [0.0, 0.0, 0.0], [0.0, 0.1, -0.1], [0.0, 0.0, -0.1], [0.0, 0.0, 0.0], [0.0, 0.0, 0.0], [0.0, 0.1, 0.2], [0.0, 0.0, 0.1], [0.0, 0.1, -0.1], [0.0, -0.1, 0.1], [0.0, 0.1, -0.1], [0.0, 0.0, 0.0], [0.1, -0.1, 0.1], [0.0, 0.1, 0.0], [0.0, 0.0, 0.0], [0.0, 0.1, 0.1], [-0.1, -0.1, 0.0], [0.0, 0.0, 0.0], [0.0, 0.0, 0.0], [0.1, 0.0, 0.0], [0.1, -0.1, 0.0], [0.0, 0.0, 0.0], [0.0, 0.0, 0.0], [0.0, 0.0, 0.0], [0.0, 0.0, 0.0], [0.0, 0.0, 0.0], [0.0, 0.0, 0.0], [0.0, 0.0, 0.0], [0.0, 0.0, 0.0], [0.0, 0.0, 0.0], [0.0, 0.0, 0.0], [0.0, 0.0, 0.0], [0.0, 0.0, 0.0], [0.0, 0.0, 0.0], [0.1, -0.1, -0.1], [0.0, 0.1, 0.0], [0.0, -0.1, 0.0], [0.0, 0.0, 0.0], [-0.1, 0.0, 0.0], [0.0, 0.0, 0.0], [0.0, 0.0, 0.0], [0.0, 0.0, 0.0], [0.0, 0.0, 0.0], [0.0, 0.0, 0.0], [0.0, 0.0, 0.1], [0.0, 0.1, -0.1], [-0.1, 0.1, 0.1], [0.0, 0.0, 0.0], [0.0, 0.0, 0.0], [0.0, 0.0, 0.0]],
  "mulliken_charge": [-0.257, -0.523, -0.945, 0.171, -0.097, -0.221, -0.601, 0.220, 1.077, -0.744, -0.812, -0.551, -0.737, -0.023, 1.083, -1.173, 0.220, -0.619, -0.219, -0.803, -0.192, 0.205, 0.427, 0.369, 0.427, 0.387, 0.444, 0.454, 0.381, 0.384, 0.463, 0.482, 0.387, 0.425, 0.246, -0.412, -0.291, 0.648, -0.376, -0.523, 0.063, 0.246, 0.301, 0.232, 0.218, -1.413, 1.135, -0.592, 0.348, 0.341, 0.341]
}